(1)
Below is 8 unconnected molecules or ions with the total composition C48H72BrNO15, with properties calculated with wB97M-V/def2-TZVPD.

Geometry as ORCA input:
```
! wB97M-V def2-TZVPD RIJCOSX def2/J DEFGRID3
* xyz 0 1
C -3.641 -4.409 1.603
C -2.423 -5.278 1.000
C -2.539 -5.458 -0.610
C -2.468 -7.032 -1.003
C -1.442 -4.570 -1.416
C 0.025 -5.046 -0.984
C 1.203 -4.573 -1.967
C 2.096 -3.382 -1.315
Br 2.496 -6.110 -2.214
C -1.615 -2.986 -1.110
C -2.862 -2.607 -2.032
C -3.423 -1.111 -2.082
C -2.628 -0.046 -1.191
C -3.675 1.073 -0.620
C -2.981 1.630 0.737
C -1.494 2.107 0.557
C -0.687 2.621 1.768
C -1.369 2.644 3.156
C -2.860 2.189 3.323
C -3.682 1.667 2.109
N -2.465 -3.256 -3.336
C -1.842 -4.561 -2.977
O -1.663 -5.474 -3.828
H -3.191 -3.557 2.230
H -4.300 -3.915 0.806
H -4.260 -5.038 2.340
H -1.444 -4.804 1.335
H -2.528 -6.333 1.453
H -3.620 -5.141 -0.866
H -3.444 -7.486 -0.584
H -1.622 -7.580 -0.452
H -2.481 -7.217 -2.126
H 0.126 -6.176 -0.833
H 0.251 -4.570 0.044
H 0.864 -4.266 -3.010
H 3.162 -3.485 -1.700
H 2.145 -3.558 -0.179
H 1.628 -2.360 -1.509
H -0.601 -2.575 -1.434
H -1.918 -2.748 -0.021
H -3.784 -3.216 -1.748
H -4.540 -1.094 -1.824
H -3.352 -0.757 -3.182
H -2.110 -0.466 -0.270
H -1.855 0.503 -1.844
H -4.592 0.487 -0.271
H -3.898 1.896 -1.372
H -1.010 2.073 -0.475
H 0.392 2.935 1.580
H -0.768 2.995 4.060
H -3.365 2.219 4.339
H -4.758 1.312 2.174
H -1.756 -2.699 -3.840
O -2.920 5.203 4.485
C -2.511 5.124 5.613
O -2.546 3.982 6.357
C -2.084 4.266 7.683
C -1.251 5.520 7.554
C -1.937 6.255 6.423
H -2.953 4.409 8.332
H -1.500 3.422 8.056
H -1.193 6.096 8.479
H -0.230 5.258 7.255
H -2.754 6.885 6.783
H -1.229 6.839 5.835
O -6.903 -2.547 -8.019
C -5.878 -2.932 -7.520
O -5.299 -2.358 -6.429
C -4.041 -2.995 -6.170
C -4.136 -4.347 -6.831
C -5.029 -4.070 -8.022
H -3.244 -2.378 -6.597
H -3.886 -3.078 -5.093
H -3.164 -4.763 -7.100
H -4.631 -5.055 -6.158
H -4.458 -3.733 -8.890
H -5.641 -4.935 -8.276
O 0.757 0.591 -2.834
C 1.946 0.782 -2.796
O 2.651 0.958 -1.646
C 4.012 1.268 -1.966
C 4.224 0.735 -3.364
C 2.855 0.906 -3.989
H 4.145 2.353 -1.910
H 4.677 0.793 -1.243
H 5.020 1.249 -3.905
H 4.477 -0.329 -3.321
H 2.729 1.897 -4.431
H 2.647 0.127 -4.723
O 0.942 7.860 7.158
C 1.959 7.336 7.543
O 2.855 6.717 6.729
C 3.883 6.113 7.525
C 3.860 6.862 8.837
C 2.398 7.229 8.978
H 3.650 5.051 7.648
H 4.844 6.208 7.017
H 4.249 6.278 9.672
H 4.461 7.774 8.754
H 1.825 6.438 9.468
H 2.270 8.178 9.499
O 4.254 11.663 8.403
C 3.249 11.823 7.759
O 2.108 12.374 8.254
C 1.080 12.314 7.258
C 1.810 12.191 5.941
C 3.049 11.412 6.326
H 0.446 11.447 7.464
H 0.470 13.217 7.305
H 1.214 11.712 5.162
H 2.098 13.184 5.582
H 2.880 10.333 6.285
H 3.906 11.692 5.713
O 1.161 -0.257 -7.978
C 0.613 -1.293 -8.252
O 1.146 -2.244 -9.067
C 0.189 -3.292 -9.264
C -0.753 -3.193 -8.088
C -0.758 -1.710 -7.793
H -0.318 -3.126 -10.219
H 0.701 -4.255 -9.299
H -1.743 -3.602 -8.295
H -0.336 -3.735 -7.233
H -1.509 -1.181 -8.384
H -0.894 -1.514 -6.729
O 8.279 -8.671 -0.219
C 7.265 -8.518 -0.850
O 6.127 -7.974 -0.340
C 5.086 -8.041 -1.322
C 5.799 -8.159 -2.649
C 7.049 -8.931 -2.280
H 4.459 -8.912 -1.108
H 4.471 -7.140 -1.268
H 5.196 -8.642 -3.420
H 6.076 -7.164 -3.012
H 6.887 -10.011 -2.319
H 7.896 -8.646 -2.904
*
```

The HOMO energy is -8.1 eV. The electronic energy comes out at -5629.415926 Eh.

---

(2)
Below is 2 unconnected molecules or ions with the total composition C4H14N2O, with properties calculated with wB97M-V/def2-TZVPD.

Geometry as ORCA input:
```
! wB97M-V def2-TZVPD RIJCOSX def2/J DEFGRID3
* xyz 0 1
C 0.629 0.792 1.443
C 0.132 -0.386 0.616
C 1.176 -0.770 -0.471
C -0.435 -0.481 -2.380
N 0.649 -1.208 -1.745
N 0.585 2.075 0.806
H -0.048 0.723 2.318
H 1.572 0.612 1.977
H -0.786 -0.231 0.046
H -0.016 -1.300 1.184
H 2.031 -0.105 -0.693
H 1.768 -1.530 0.051
H -1.446 -0.891 -2.373
H -0.186 -0.212 -3.409
H -0.652 0.476 -1.886
H 0.587 -2.180 -1.988
H 0.540 2.117 -0.197
H 1.240 2.731 1.181
H -2.448 -0.798 2.188
H -2.096 0.515 1.434
O -2.797 0.050 1.898
*
```

The energy above the lowest of the compared OMol25 structures with the same formula, charge and spin is 51.99 kcal per mole. The HOMO energy is -8.4 eV. The electronic energy comes out at -345.493330 Eh.

---

(3)
Below is 2 unconnected molecules or ions with the total composition C2H8N3, with properties calculated with wB97M-V/def2-TZVPD.

Geometry as ORCA input:
```
! wB97M-V def2-TZVPD RIJCOSX def2/J DEFGRID3
* xyz 1 1
C 1.604 -1.800 -0.549
N 0.461 -1.791 -0.002
H 2.014 -0.837 -0.832
H 2.133 -2.722 -0.753
H 0.083 -2.671 0.321
H -0.246 -0.924 -0.023
N 0.142 1.985 0.453
C -1.003 1.436 0.022
N -1.273 0.178 0.048
H 0.199 2.978 0.562
H 0.801 1.413 0.937
H -1.702 2.166 -0.381
H -2.255 0.051 -0.134
*
```

The energy above the lowest of the compared OMol25 structures with the same formula, charge and spin is 33.71 kcal per mole. The HOMO energy is -14.0 eV. The electronic energy comes out at -245.013886 Eh.

---

(4)
Below is a molecular structure, C10H20Cl2N2RuS, with properties calculated with wB97M-V/def2-TZVPD.

Geometry as ORCA input:
```
! wB97M-V def2-TZVPD RIJCOSX def2/J DEFGRID3
* xyz -1 6
Ru -0.458 -0.004 -0.811
Cl 0.972 1.819 -1.101
Cl -0.947 -1.969 0.273
C -2.099 0.630 -1.132
H -2.957 -0.073 -1.274
H -2.292 1.388 -1.916
C 1.301 -1.475 -1.730
C 0.262 -1.086 -2.496
H 1.213 -2.361 -1.092
C 0.410 -0.025 -3.593
H -0.680 -1.651 -2.462
C 1.838 -0.085 -4.151
H -0.382 -0.080 -4.377
H 0.282 0.966 -3.117
C 2.908 0.031 -3.036
H 1.887 -1.058 -4.665
H 1.992 0.715 -4.891
C 2.744 -1.015 -1.931
H 3.909 -0.011 -3.492
H 2.837 1.021 -2.572
H 3.383 -1.901 -2.153
H 3.197 -0.646 -0.985
C -2.088 -1.072 3.849
N -0.763 -0.578 3.431
C -0.664 0.639 2.823
S 0.286 0.838 1.406
N -1.240 1.717 3.353
C -1.541 1.871 4.783
H -2.772 -0.239 4.017
H -1.963 -1.646 4.771
H -2.482 -1.726 3.060
H -0.213 -1.282 2.954
H -1.009 2.573 2.838
H -0.758 1.428 5.422
H -1.609 2.942 4.996
H -2.509 1.404 4.998
*
```

The energy above the lowest of the compared OMol25 structures with the same formula, charge and spin is 9.45 kcal per mole. The HOMO energy (spin up / spin down) is -1.4 / -3.9 eV. The electronic energy comes out at -1915.877429 Eh.

---

Copy entry 2 word for word.
Below is 2 unconnected molecules or ions with the total composition C4H14N2O, with properties calculated with wB97M-V/def2-TZVPD.

Geometry as ORCA input:
```
! wB97M-V def2-TZVPD RIJCOSX def2/J DEFGRID3
* xyz 0 1
C 0.629 0.792 1.443
C 0.132 -0.386 0.616
C 1.176 -0.770 -0.471
C -0.435 -0.481 -2.380
N 0.649 -1.208 -1.745
N 0.585 2.075 0.806
H -0.048 0.723 2.318
H 1.572 0.612 1.977
H -0.786 -0.231 0.046
H -0.016 -1.300 1.184
H 2.031 -0.105 -0.693
H 1.768 -1.530 0.051
H -1.446 -0.891 -2.373
H -0.186 -0.212 -3.409
H -0.652 0.476 -1.886
H 0.587 -2.180 -1.988
H 0.540 2.117 -0.197
H 1.240 2.731 1.181
H -2.448 -0.798 2.188
H -2.096 0.515 1.434
O -2.797 0.050 1.898
*
```

The energy above the lowest of the compared OMol25 structures with the same formula, charge and spin is 51.99 kcal per mole. The HOMO energy is -8.4 eV. The electronic energy comes out at -345.493330 Eh.

---

- Which formula does entry 1 have?
  C48H72BrNO15